1.
Entry from OMol25: an isolated molecule of C4H6O2 (the ωB97M-V functional and the def2-TZVPD basis).

Results
M (g/mol): 86.090
Orbital gap (eV): 10.55
SMILES: CC(=O)CC=O
Energy relative to the best compared isomer or geometry (same formula, charge and spin) (kcal/mol): 25.9
HOMO energy (eV): -9.975
Electronic energy (eV): -8339.339

Positions of all 12 atoms, in Å:
C -0.247 0.410 -1.763
C -0.338 -0.410 -0.510
O -0.636 -1.588 -0.553
C -0.198 0.152 0.887
C 1.101 -0.177 1.580
O 1.741 0.599 2.244
H 0.488 1.216 -1.711
H -1.234 0.854 -1.945
H -0.029 -0.276 -2.583
H -0.442 1.214 1.032
H -0.870 -0.630 1.282
H 1.373 -1.247 1.498

Force components x, y, z for each atom (eV/Å):
0.1 0.0 -0.1
-0.1 -0.5 -0.2
0.3 0.1 -0.6
-0.1 -0.2 0.0
0.2 0.1 0.1
-0.3 -0.3 -0.4
-0.1 -0.1 0.1
0.2 0.0 0.1
0.0 0.2 0.0
-0.2 -0.5 0.0
-0.3 1.0 1.0
0.2 0.1 0.0

2.
Entry from OMol25: an isolated molecule of C4H6O2 (the ωB97M-V functional and the def2-TZVPD basis).

Results
M (g/mol): 86.090
Orbital gap (eV): 11.04
SMILES: O=CC[C@H]1CO1
Energy relative to the best compared isomer or geometry (same formula, charge and spin) (kcal/mol): 45.0
HOMO energy (eV): -10.063
Electronic energy (eV): -8338.512

Positions of all 12 atoms, in Å:
O -1.313 0.693 1.545
C -0.830 1.381 0.677
C 0.255 0.918 -0.265
C 0.734 -0.476 0.047
C -0.071 -1.639 -0.309
O 1.087 -1.292 -1.059
H -1.185 2.421 0.518
H 1.079 1.645 -0.235
H -0.139 0.955 -1.290
H 1.401 -0.564 0.905
H 0.007 -2.548 0.285
H -1.024 -1.493 -0.819

Force components x, y, z for each atom (eV/Å):
0.2 0.3 -0.4
-0.2 -0.2 0.2
0.0 -0.1 0.0
0.0 0.1 0.2
-0.2 -0.1 0.1
0.2 0.0 -0.2
0.0 -0.1 0.0
-0.1 -0.1 0.0
0.0 0.0 0.1
-0.1 0.0 -0.1
0.0 0.1 -0.1
0.2 0.0 0.1

3.
Entry from OMol25: an isolated molecule of C4H6O2 (the ωB97M-V functional and the def2-TZVPD basis).

Results
M (g/mol): 86.090
Orbital gap (eV): 10.79
SMILES: O=C[C@@H]1C[C@@H]1O
Energy relative to the best compared isomer or geometry (same formula, charge and spin) (kcal/mol): 39.8
HOMO energy (eV): -9.820
Electronic energy (eV): -8338.735

Positions of all 12 atoms, in Å:
O 1.347 1.309 1.039
C 1.025 0.154 1.207
C 0.450 -0.704 0.141
C 0.167 -0.055 -1.188
C -0.961 -0.261 -0.242
O -1.545 0.795 0.451
H 1.058 -0.314 2.214
H 0.662 -1.771 0.194
H 0.216 -0.661 -2.085
H 0.561 0.952 -1.298
H -1.670 -1.061 -0.442
H -1.310 1.618 0.008

Force components x, y, z for each atom (eV/Å):
-0.1 -0.5 0.2
0.1 0.2 -0.1
0.1 -0.1 0.2
0.0 0.1 -0.2
0.0 -0.3 -0.1
-0.1 0.1 -0.2
0.2 0.1 -0.2
-0.1 0.2 0.1
0.0 0.0 0.2
-0.1 -0.1 0.1
0.1 0.1 0.0
0.0 0.0 0.1

4.
Entry from OMol25: an isolated molecule of C4H6O2 (the ωB97M-V functional and the def2-TZVPD basis).

Results
M (g/mol): 86.090
Orbital gap (eV): 10.94
SMILES: C[C@H]1OCC1=O
Energy relative to the best compared isomer or geometry (same formula, charge and spin) (kcal/mol): 61.8
HOMO energy (eV): -10.048
Electronic energy (eV): -8337.779

Positions of all 12 atoms, in Å:
C -1.411 -0.521 -0.362
C -0.412 -0.163 0.714
O 0.825 -0.984 0.187
C 1.444 0.196 -0.337
C 0.477 1.035 0.470
O 0.501 2.140 0.922
H -1.587 0.237 -1.129
H -0.632 -1.218 -0.726
H -2.337 -1.012 -0.038
H -0.732 -0.362 1.750
H 1.382 0.344 -1.430
H 2.483 0.307 -0.022

Force components x, y, z for each atom (eV/Å):
0.3 -0.4 -0.3
1.0 -0.6 -0.2
-0.3 0.6 1.5
0.3 0.5 0.2
0.1 0.7 0.2
-0.1 -0.1 -0.2
-0.1 0.0 0.3
-1.9 -0.6 -1.3
0.4 0.3 0.0
0.5 -0.1 -0.4
-0.2 -0.3 0.3
0.0 0.0 0.0

5.
Entry from OMol25: a structure of composition C4H6O2 (the ωB97M-V functional and the def2-TZVPD basis).

Results
M (g/mol): 86.090
Orbital gap (eV): 9.55
Energy relative to the best compared isomer or geometry (same formula, charge and spin) (kcal/mol): 140.0
HOMO energy (eV): -8.663
Electronic energy (eV): -8334.390

Positions of all 12 atoms, in Å:
C 1.633 0.324 -0.531
O 1.024 0.911 0.585
C 0.650 -0.439 0.779
C -0.697 -0.668 0.142
C -1.758 0.288 0.486
O -1.227 0.244 -0.822
H 1.085 0.432 -1.464
H 2.708 0.513 -0.555
H 1.623 -0.839 -0.184
H -0.979 -1.709 -0.012
H -1.496 1.170 1.070
H -2.780 -0.076 0.590

Force components x, y, z for each atom (eV/Å):
0.2 0.1 -0.3
-0.1 0.0 0.1
-0.2 0.1 0.0
0.1 -0.2 0.1
-0.2 0.0 0.2
0.0 0.1 -0.1
0.1 0.1 0.1
-0.1 -0.1 0.0
0.0 -0.1 0.0
0.1 0.1 0.0
0.0 -0.1 -0.1
0.2 0.0 0.0

6.
Entry from OMol25: an isolated molecule of C4H6O2 (the ωB97M-V functional and the def2-TZVPD basis).

Results
M (g/mol): 86.090
Orbital gap (eV): 11.15
SMILES: O=COC1CC1
Energy relative to the best compared isomer or geometry (same formula, charge and spin) (kcal/mol): 49.6
HOMO energy (eV): -10.095
Electronic energy (eV): -8338.309

Positions of all 12 atoms, in Å:
O 2.059 0.078 -0.716
C 1.100 0.180 -1.426
O -0.072 -0.513 -1.441
C -0.810 -0.276 -0.280
C -0.388 -0.793 1.028
C -0.298 0.693 0.799
H 1.022 0.822 -2.285
H -1.875 -0.254 -0.531
H 0.569 -1.303 1.057
H -1.163 -1.169 1.670
H -1.077 1.345 1.161
H 0.697 1.131 0.946

Force components x, y, z for each atom (eV/Å):
-1.1 -0.2 -0.1
0.8 -0.4 -1.1
0.8 -0.2 0.3
0.0 0.7 0.7
-0.2 -0.4 0.5
-0.5 0.1 0.2
0.6 0.8 -0.6
0.5 0.2 0.2
-0.2 0.0 0.0
-0.1 -0.3 0.3
-0.2 -0.1 0.4
-0.5 -0.3 -0.8

7.
Entry from OMol25: an isolated molecule of C4H6O2 (the ωB97M-V functional and the def2-TZVPD basis).

Results
M (g/mol): 86.090
Orbital gap (eV): 8.65
Energy relative to the best compared isomer or geometry (same formula, charge and spin) (kcal/mol): 79.3
HOMO energy (eV): -8.479
Electronic energy (eV): -8337.024

Positions of all 12 atoms, in Å:
O 1.878 0.268 -0.367
C 0.542 0.721 -0.271
C -0.386 0.091 -1.219
C -0.234 0.365 0.982
C -0.732 -0.892 0.987
O -0.835 -1.533 -0.143
H 1.903 -0.608 0.041
H 0.573 1.818 -0.336
H -1.262 0.717 -1.449
H -0.089 -0.638 -1.940
H -0.342 1.066 1.785
H -1.016 -1.377 1.929

Force components x, y, z for each atom (eV/Å):
-0.1 -0.2 0.3
-0.7 -0.1 -0.1
-0.2 -1.2 0.4
0.3 0.0 0.9
0.1 0.7 0.2
0.0 1.9 -1.0
0.1 0.1 0.0
-0.2 -0.3 -0.3
0.0 -0.9 0.4
0.4 0.1 -0.7
0.3 0.0 0.5
-0.1 -0.1 -0.4

8.
Entry from OMol25: a structure of composition C4H6O2 (the ωB97M-V functional and the def2-TZVPD basis).

Results
M (g/mol): 86.090
Orbital gap (eV): 11.41
Energy relative to the best compared isomer or geometry (same formula, charge and spin) (kcal/mol): 18.3
HOMO energy (eV): -10.529
Electronic energy (eV): -8339.667

Positions of all 12 atoms, in Å:
C 1.307 -0.946 0.280
C 0.383 0.238 0.113
C -0.862 0.204 -0.816
C -1.466 0.933 0.362
O -2.295 1.774 0.534
O -0.517 0.491 1.247
H 0.767 -1.883 0.444
H 1.998 -0.785 1.117
H 1.916 -1.048 -0.626
H 0.965 1.160 0.008
H -0.962 0.687 -1.794
H -1.233 -0.826 -0.870

Force components x, y, z for each atom (eV/Å):
-0.1 0.0 0.0
0.3 -0.1 -0.1
-0.1 0.0 0.0
-0.5 0.4 0.0
0.2 -0.7 0.1
0.1 0.2 0.1
0.0 0.2 0.0
-0.2 0.0 -0.1
-0.1 0.0 0.1
0.0 -0.1 -0.3
0.4 0.0 0.3
0.0 0.2 0.0

9.
Entry from OMol25: an isolated molecule of C4H6O2 (the ωB97M-V functional and the def2-TZVPD basis).

Results
M (g/mol): 86.090
Orbital gap (eV): 10.49
SMILES: C=CC(=O)CO
Energy relative to the best compared isomer or geometry (same formula, charge and spin) (kcal/mol): 35.6
HOMO energy (eV): -9.771
Electronic energy (eV): -8338.916

Positions of all 12 atoms, in Å:
C 1.403 -0.023 1.381
C 0.162 0.283 1.014
C -0.637 -0.652 0.160
O -0.930 -1.777 0.502
C -0.991 -0.131 -1.231
O -0.500 1.160 -1.498
H 1.858 -0.967 1.095
H 2.014 0.666 1.956
H -0.273 1.250 1.255
H -0.629 -0.876 -1.956
H -2.080 -0.092 -1.329
H 0.452 1.149 -1.328

Force components x, y, z for each atom (eV/Å):
-0.1 0.0 -0.1
0.3 0.0 0.1
0.0 -0.3 0.0
0.1 0.5 -0.2
-0.2 -0.3 0.0
0.2 0.0 0.0
-0.1 0.1 0.1
-0.1 -0.1 0.0
0.0 -0.1 -0.1
-0.1 0.1 0.1
0.1 0.0 0.0
-0.1 0.1 -0.1

10.
Entry from OMol25: a cluster of 2 separate species, C4H6O2 in total (the ωB97M-V functional and the def2-TZVPD basis).

Results
M (g/mol): 86.090
Orbital gap (eV): 10.56
SMILES: O=C=O.C=CC
Energy relative to the best compared isomer or geometry (same formula, charge and spin) (kcal/mol): 2.4
HOMO energy (eV): -9.826
Electronic energy (eV): -8340.359

Positions of all 12 atoms, in Å:
O 2.784 1.061 0.121
C 1.766 1.628 0.142
O 0.764 2.225 0.166
C 0.580 -1.109 -0.541
C -0.313 -0.755 0.379
C -1.594 -0.025 0.098
H 0.427 -0.880 -1.596
H 1.496 -1.634 -0.282
H -0.119 -1.005 1.424
H -2.460 -0.677 0.267
H -1.704 0.842 0.759
H -1.628 0.330 -0.937

Force components x, y, z for each atom (eV/Å):
-0.7 0.4 0.0
0.1 0.1 0.0
0.7 -0.4 0.0
-0.1 0.0 0.1
0.1 -0.1 -0.1
0.0 0.0 0.0
0.0 0.0 0.2
-0.2 0.1 0.0
0.0 0.0 -0.2
0.1 0.1 0.0
0.0 -0.1 -0.1
0.0 -0.1 0.1